No. 1
CH6O | ωB97M-V with the def2-TZVPD basis set

Computed properties:
ΔE to the lowest compared entry with this formula, charge and spin (eV): 0.0559
LUMO (hartree): 0.034
SMILES: C.O

Atoms and positions in Å:
1 C 1.36 -1.04 0.36
2 H 0.37 -0.66 0.19
3 H 1.97 -0.48 1.06
4 H 1.33 -2.09 0.66
5 H 1.86 -1.09 -0.61
6 H -1.51 0.27 0.02
7 H -0.56 1.40 -0.44
8 O -1.49 1.13 -0.40


No. 2
CH6O2 | ωB97M-V with the def2-TZVPD basis set

Computed properties:
ΔE to the lowest compared entry with this formula, charge and spin (eV): 0.4204
LUMO (hartree): 0.022
SMILES: CO.O

Atoms and positions in Å:
1 O 0.45 -1.46 0.50
2 C -0.28 -0.41 1.14
3 H 1.29 -1.04 0.23
4 H -1.35 -0.50 0.88
5 H 0.03 0.64 1.00
6 H -0.14 -0.68 2.20
7 O -0.40 1.09 -1.94
8 H 0.27 0.46 -2.30
9 H 0.12 1.89 -1.71


No. 3
CH6O2 | ωB97M-V with the def2-TZVPD basis set

Computed properties:
ΔE to the lowest compared entry with this formula, charge and spin (eV): 0.4810
LUMO (hartree): 0.026
SMILES: CO.O

Atoms and positions in Å:
1 O -0.28 -0.65 1.86
2 C -0.62 -0.76 0.55
3 H -0.27 0.29 2.12
4 H -1.69 -0.51 0.44
5 H -0.44 -1.74 0.07
6 H -0.03 0.01 0.02
7 O 0.81 1.21 -1.44
8 H 1.22 1.79 -2.12
9 H 1.30 0.36 -1.51


No. 4
CH6O4 | ωB97M-V with the def2-TZVPD basis set

Computed properties:
ΔE to the lowest compared entry with this formula, charge and spin (eV): 1.8768
LUMO (hartree): 0.014
SMILES: O=CO.O.O

Atoms and positions in Å:
1 O -2.92 1.21 -0.05
2 C -2.35 0.59 0.82
3 O -1.02 0.41 0.79
4 H -2.92 0.01 1.62
5 H -0.71 1.01 -0.03
6 H 1.03 1.04 -0.95
7 H 0.81 0.79 -2.40
8 O 1.06 1.50 -1.77
9 H 3.06 -1.87 0.58
10 H 1.83 -2.64 0.45
11 O 2.12 -2.04 0.94


No. 5
CH6O6P | ωB97M-V with the def2-TZVPD basis set

Computed properties:
ΔE to the lowest compared entry with this formula, charge and spin (eV): 2.6940
Total charge: +1
LUMO (hartree): -0.151

Atoms and positions in Å:
1 C -1.15 -0.80 0.03
2 O -0.62 -0.91 -1.28
3 O -0.24 -1.56 0.81
4 O 1.33 0.72 -1.41
5 O 1.60 0.30 1.03
6 O 0.86 2.57 0.15
7 O -1.07 0.51 0.35
8 P 0.79 1.06 -0.08
9 H -2.20 -0.92 0.22
10 H -1.26 -1.37 -1.86
11 H -0.52 -1.93 1.67
12 H 0.86 0.02 -1.81
13 H 1.13 -0.54 1.12
14 H 0.50 2.85 1.05


No. 6
CH6OP2 | ωB97M-V with the def2-TZVPD basis set

Computed properties:
ΔE to the lowest compared entry with this formula, charge and spin (eV): 4.0329
LUMO (spin up / spin down) (hartree): -0.040 / 0.012

Atoms and positions in Å:
1 C -1.72 -0.49 -0.32
2 O -1.90 0.41 0.70
3 P 1.23 0.82 0.63
4 P 1.30 -1.25 0.14
5 H -2.27 -1.35 -0.05
6 H -1.57 -0.18 -1.42
7 H -1.00 0.88 0.74
8 H 2.35 1.10 1.34
9 H 1.81 1.31 -0.51
10 H 1.78 -1.23 -1.24


No. 7
CH6OS | ωB97M-V with the def2-TZVPD basis set

Computed properties:
ΔE to the lowest compared entry with this formula, charge and spin (eV): 0.9673
LUMO (hartree): 0.022
SMILES: CO.S

Atoms and positions in Å:
1 S 3.20 0.17 -2.17
2 H 2.48 -0.85 -1.56
3 H 2.34 0.11 -3.21
4 C -3.10 0.49 2.39
5 O -3.16 -0.86 2.05
6 H -2.59 1.19 1.74
7 H -4.13 0.90 2.37
8 H -2.66 0.52 3.42
9 H -2.82 -0.71 1.16


No. 8
CH6OS | ωB97M-V with the def2-TZVPD basis set

Computed properties:
ΔE to the lowest compared entry with this formula, charge and spin (eV): 0.6771
LUMO (hartree): 0.029
SMILES: CO.S

Atoms and positions in Å:
1 S -2.66 2.39 -1.58
2 H -1.37 2.71 -1.41
3 H -2.84 3.12 -2.68
4 C 2.39 -1.85 1.90
5 O 2.79 -3.15 1.45
6 H 1.44 -1.68 1.39
7 H 2.23 -1.98 2.96
8 H 3.05 -1.04 1.58
9 H 3.14 -3.17 0.55


No. 9
CH6OS2 | ωB97M-V with the def2-TZVPD basis set

Computed properties:
ΔE to the lowest compared entry with this formula, charge and spin (eV): 0.2596
LUMO (hartree): 0.022
SMILES: CSS.O

Atoms and positions in Å:
1 S -0.55 -2.57 -1.09
2 S -0.55 -1.53 0.71
3 C 0.00 0.00 0.00
4 H -1.58 -1.95 -1.71
5 H -0.36 0.84 0.62
6 H -0.45 0.08 -1.00
7 H 1.10 0.09 -0.10
8 O -4.63 -4.05 0.25
9 H -5.29 -4.50 0.82
10 H -5.16 -3.40 -0.27


No. 10
CH6OSi2 | ωB97M-V with the def2-TZVPD basis set

Computed properties:
ΔE to the lowest compared entry with this formula, charge and spin (eV): 4.7574
LUMO (hartree): -0.025

Atoms and positions in Å:
1 C -0.56 -0.63 1.49
2 O 0.42 -0.88 2.15
3 Si 1.06 0.19 -1.47
4 Si -0.58 0.59 0.09
5 H -1.50 -1.20 1.94
6 H 2.51 0.35 -1.16
7 H 1.05 -1.37 -1.39
8 H 0.68 0.97 -2.63
9 H -0.48 1.74 0.78
10 H -2.60 0.24 0.19


No. 11
CH6P2S | ωB97M-V with the def2-TZVPD basis set

Computed properties:
ΔE to the lowest compared entry with this formula, charge and spin (eV): 3.0688
LUMO (spin up / spin down) (hartree): -0.052 / -0.032

Atoms and positions in Å:
1 C -0.97 -0.63 -0.89
2 P -0.90 -0.01 0.76
3 P 1.70 0.66 0.61
4 S 1.78 -0.78 -0.81
5 H -1.26 -1.63 -1.28
6 H -1.03 0.07 -1.76
7 H -1.25 1.32 0.67
8 H -2.16 -0.33 1.16
9 H 3.08 1.22 0.62
10 H 1.89 -0.05 1.72


No. 12
CH6P2S | ωB97M-V with the def2-TZVPD basis set

Computed properties:
ΔE to the lowest compared entry with this formula, charge and spin (eV): 0.7847
LUMO (spin up / spin down) (hartree): 0.023 / -0.061
Spin multiplicity: 3

Atoms and positions in Å:
1 C -1.61 -0.52 -0.32
2 P -0.09 0.34 0.20
3 P 1.63 -0.97 0.13
4 S 3.02 0.53 -0.09
5 H -2.62 -0.08 -0.32
6 H -1.78 -1.58 0.29
7 H -1.27 -0.86 -1.37
8 H -0.11 1.26 -0.82
9 H -0.43 1.38 1.16
10 H 3.25 0.51 1.13


No. 13
CH6S | ωB97M-V with the def2-TZVPD basis set

Computed properties:
ΔE to the lowest compared entry with this formula, charge and spin (eV): 0.3553
LUMO (hartree): 0.032
SMILES: C.S

Atoms and positions in Å:
1 S 2.24 0.66 -1.45
2 H 2.38 0.43 -0.13
3 H 1.85 -0.67 -1.52
4 C -1.28 -0.11 0.54
5 H -1.33 -0.51 -0.47
6 H -2.19 -0.19 1.15
7 H -1.11 1.01 0.60
8 H -0.57 -0.60 1.29


No. 14
CH6Si2 | ωB97M-V with the def2-TZVPD basis set

Computed properties:
ΔE to the lowest compared entry with this formula, charge and spin (eV): 0.7888
LUMO (hartree): -0.032

Atoms and positions in Å:
1 C -0.72 0.26 -0.27
2 Si -0.96 -1.09 -1.75
3 Si 0.90 0.43 0.62
4 H -0.60 1.09 -0.97
5 H -1.52 0.23 0.39
6 H -0.93 -2.12 -0.72
7 H 2.05 0.52 -0.20
8 H 0.85 1.46 1.58
9 H 0.93 -0.77 1.31


No. 15
CH7N | ωB97M-V with the def2-TZVPD basis set

Computed properties:
ΔE to the lowest compared entry with this formula, charge and spin (eV): 0.0478
LUMO (hartree): 0.042
SMILES: C.N

Atoms and positions in Å:
1 C -0.69 -1.24 -1.58
2 H -0.89 -1.92 -0.74
3 H -0.87 -0.27 -1.11
4 H 0.32 -1.34 -1.95
5 H -1.42 -1.43 -2.36
6 N 0.64 1.21 1.47
7 H 1.36 1.92 1.38
8 H -0.04 1.63 2.10
9 H 1.04 0.42 1.97


No. 16
CH7N2O | ωB97M-V with the def2-TZVPD basis set

Computed properties:
ΔE to the lowest compared entry with this formula, charge and spin (eV): 0.9526
Total charge: -1
LUMO (hartree): 0.130

Atoms and positions in Å:
1 N -3.72 -0.26 0.59
2 H -3.39 -0.61 1.53
3 H -2.75 0.05 0.25
4 H -4.09 -0.96 -0.01
5 N 1.24 0.12 0.29
6 C 2.49 0.12 -0.62
7 O 2.50 0.99 -1.67
8 H 0.43 0.23 -0.34
9 H 1.41 1.03 0.76
10 H 2.44 -1.00 -0.83
11 H 3.43 0.28 0.04


No. 17
CH7N2O | ωB97M-V with the def2-TZVPD basis set

Computed properties:
ΔE to the lowest compared entry with this formula, charge and spin (eV): 0.5854
Total charge: -1
LUMO (hartree): 0.176

Atoms and positions in Å:
1 N 1.61 -1.31 1.30
2 H 1.19 -1.18 0.40
3 H 0.91 -0.99 1.92
4 H 1.85 -2.25 1.42
5 N -0.22 1.57 -0.96
6 C -1.29 0.48 -0.45
7 O -0.85 -0.81 -0.60
8 H -0.08 1.35 -1.89
9 H 0.60 1.61 -0.42
10 H -2.09 0.69 -1.21
11 H -1.62 0.83 0.51


No. 18
CH7N2O | ωB97M-V with the def2-TZVPD basis set

Computed properties:
ΔE to the lowest compared entry with this formula, charge and spin (eV): 0.8762
Total charge: -1
LUMO (hartree): 0.135

Atoms and positions in Å:
1 N -0.02 -1.23 2.43
2 H -0.44 -1.64 1.62
3 H -0.63 -0.52 2.82
4 H 0.26 -1.80 3.22
5 N -0.44 0.23 -2.03
6 C 0.58 1.12 -1.29
7 O 0.33 2.39 -1.43
8 H -0.39 -0.70 -1.61
9 H -1.33 0.64 -1.78
10 H 0.56 0.78 -0.22
11 H 1.54 0.73 -1.73


No. 19
CH7N2O | ωB97M-V with the def2-TZVPD basis set

Computed properties:
ΔE to the lowest compared entry with this formula, charge and spin (eV): 6.1168
Total charge: +2
LUMO (spin up / spin down) (hartree): -0.542 / -0.500
Spin multiplicity: 2

Atoms and positions in Å:
1 N 0.47 -0.63 0.73
2 C -0.59 -0.75 -0.24
3 N -1.39 0.41 -0.35
4 H -0.12 -0.83 -1.25
5 H 0.28 -1.24 1.53
6 H -1.27 -1.62 -0.21
7 H -2.37 0.35 -0.69
8 H -1.29 1.12 0.38
9 H 2.81 1.59 0.09
10 H 1.51 0.39 0.29
11 O 1.96 1.22 -0.28


No. 20
CH7N2O2P | ωB97M-V with the def2-TZVPD basis set

Computed properties:
ΔE to the lowest compared entry with this formula, charge and spin (eV): 0.9885
LUMO (spin up / spin down) (hartree): 0.022 / -0.171
Spin multiplicity: 3

Atoms and positions in Å:
1 C 0.69 -0.12 -0.83
2 N -1.13 1.35 0.78
3 N 1.61 0.00 0.30
4 O -2.20 -0.18 -1.05
5 O -0.85 -1.23 0.85
6 P -1.08 -0.07 -0.15
7 H 0.89 0.83 -1.60
8 H 0.84 -1.06 -1.30
9 H -1.02 2.07 0.04
10 H -0.33 1.44 1.47
11 H 2.56 -0.19 -0.02
12 H -1.33 -2.07 0.62
13 H 1.35 -0.77 0.90